Model w:
A structure of composition C37H35N5O6STi. Source: the OMol25 dataset; level of theory: wB97M-V/def2-TZVPD.

Summary:
Kohn-Sham gap (spin up / spin down) in eV: 3.96 / 6.34
LUMO level (spin up / spin down) in eV: 4.10 / 4.09
2S+1: 3
M in g/mol: 725.650
Total charge: -2

Last column: Mulliken charge in e.
CARTESIAN COORDINATES (ANGSTROEM)
Ti -0.3269 0.8319 1.3108  -0.4128
O 1.9461 3.0263 3.7944  -0.8256
C 1.3596 2.6120 2.8023  0.1606
O 0.2675 1.8890 2.8347  -0.3802
C 1.8193 2.8795 1.4184  0.1443
C 2.9263 3.6622 1.1474  -0.3521
C 3.2897 3.9233 -0.1619  -1.3940
C 2.4576 3.4231 -1.2150  1.9487
C 2.7045 3.6726 -2.5710  -0.7371
C 1.8843 3.1651 -3.5706  -0.8929
C 0.7768 2.4015 -3.2210  -0.5399
C 0.5017 2.1399 -1.8874  0.4369
C 1.3267 2.6225 -0.8602  -1.5774
N 1.0480 2.3074 0.4397  0.8525
H 3.4769 4.0451 1.9971  0.4948
H 4.1556 4.5273 -0.4076  0.3213
H 3.5694 4.2763 -2.8307  0.3572
H 2.1023 3.3699 -4.6125  0.3482
H 0.1237 2.0021 -3.9887  0.4155
H -0.3682 1.5643 -1.6022  0.2463
O 0.8955 -0.3931 0.0212  0.2176
S 1.4886 -1.6971 -0.4124  0.4361
C 1.2713 -1.7710 -2.1953  0.8949
C 2.1430 -2.5356 -2.9572  -0.7186
C 1.9377 -2.6405 -4.3256  -0.5532
C 0.8690 -1.9813 -4.9168  -0.6835
C -0.0014 -1.2325 -4.1385  -0.6847
C 0.1882 -1.1316 -2.7690  -0.0970
C 3.2361 -1.2564 -0.4403  -0.1984
C 4.1763 -2.2409 -0.1780  -0.1006
C 5.5244 -1.9062 -0.1531  -0.7469
C 5.9128 -0.5899 -0.3623  -0.5308
C 4.9591 0.3937 -0.5949  -0.6661
C 3.6139 0.0637 -0.6369  0.2076
H 2.9819 -3.0397 -2.4957  0.3307
H 2.6160 -3.2338 -4.9266  0.3857
H 0.7068 -2.0619 -5.9850  0.3505
H -0.8517 -0.7376 -4.5911  0.4936
H -0.5117 -0.6055 -2.1403  0.3466
H 3.8517 -3.2559 0.0225  0.4816
H 6.2658 -2.6685 0.0529  0.3615
H 6.9628 -0.3251 -0.3236  0.3707
H 5.2493 1.4279 -0.7333  0.4623
H 2.8580 0.8224 -0.7985  0.0489
C -2.9710 2.2419 -1.6353  -1.0929
C -3.7342 2.3758 -0.3495  1.2074
C -5.0497 2.8180 -0.3395  -0.8101
C -5.7625 2.9256 0.8450  -0.7718
C -5.1385 2.5817 2.0372  -0.9276
C -3.8240 2.1376 2.0730  0.7217
C -3.1994 1.7382 3.3778  -1.2641
C -3.0996 2.0274 0.8614  -0.0838
N -1.8107 1.5750 0.8314  0.5131
H -3.5655 2.5998 -2.4781  0.3891
H -2.6992 1.1985 -1.8253  0.0431
H -2.0326 2.8016 -1.5995  0.2044
H -5.5204 3.0754 -1.2837  0.3283
H -6.7912 3.2676 0.8389  0.3545
H -5.6836 2.6555 2.9734  0.3633
H -3.7634 2.1599 4.2130  0.4632
H -2.1657 2.0751 3.4516  0.1654
H -3.1938 0.6500 3.4851  0.1130
C 0.3159 -3.0101 4.4346  -1.0326
N -0.7091 -2.5401 3.5360  0.4453
C -1.9349 -3.2187 3.3977  -0.4935
C -2.8265 -2.7445 2.4464  -0.7130
C -2.5185 -1.6426 1.6788  -0.4849
N -1.3335 -0.9503 1.8919  1.5460
C -0.4391 -1.4427 2.7712  0.0057
O 0.6588 -0.8508 2.8677  -0.6503
N -3.3521 -1.2193 0.6445  -0.4717
H -0.1212 -3.7583 5.0956  0.3302
H 0.7098 -2.1843 5.0265  0.2933
H 1.1514 -3.4600 3.8900  0.2362
H -2.0764 -4.0939 4.0100  0.2519
H -3.7564 -3.2647 2.2651  0.3975
H -3.4682 -1.9653 -0.0404  0.2688
H -2.9231 -0.4285 0.1799  -0.0212
C -0.9624 -4.7851 -0.0520  -0.8255
C -1.6420 -3.6063 -0.7672  0.3923
O -2.7926 -3.7832 -1.2173  -0.7957
O -0.9832 -2.5331 -0.7929  -0.1120
H -1.4829 -5.7230 -0.2437  0.3203
H -0.9766 -4.5811 1.0223  0.0473
H 0.0838 -4.8642 -0.3601  0.1270


Model x:
A structure of composition C37H35N5O6STi. Source: the OMol25 dataset; level of theory: wB97M-V/def2-TZVPD.

Summary:
Kohn-Sham gap (spin up / spin down) in eV: 4.41 / 6.61
LUMO level (spin up / spin down) in eV: 4.44 / 4.44
2S+1: 3
M in g/mol: 725.650
Total charge: -2

Last column: Mulliken charge in e.
CARTESIAN COORDINATES (ANGSTROEM)
Ti 0.3667 -0.1069 -1.1465  0.4799
O 1.3040 3.6003 0.0730  -0.8295
C 0.7065 2.5561 -0.1642  -0.1711
O 1.3009 1.3818 -0.2627  -1.0318
C -0.7633 2.4747 -0.3063  0.6025
C -1.5719 3.5876 -0.1369  -0.9187
C -2.9431 3.4641 -0.1690  -1.4566
C -3.5129 2.1579 -0.3196  1.1951
C -4.8920 1.9208 -0.2851  -0.7377
C -5.4183 0.6436 -0.4234  -0.6756
C -4.5512 -0.4316 -0.5949  -0.8341
C -3.1801 -0.2360 -0.6310  -0.1489
C -2.6264 1.0516 -0.5013  -0.6513
N -1.2728 1.2211 -0.5416  1.7595
H -1.0788 4.5359 0.0359  0.5329
H -3.5954 4.3202 -0.0382  0.2826
H -5.5544 2.7710 -0.1487  0.3513
H -6.4908 0.4876 -0.3966  0.3504
H -4.9459 -1.4358 -0.7021  0.4153
H -2.5087 -1.0746 -0.7606  0.5472
O 0.1398 -0.8370 0.9940  0.2038
S 0.9368 -0.2516 2.1252  0.2097
C 0.6078 -1.3250 3.5216  1.1463
C -0.1127 -2.4866 3.3220  -0.3196
C -0.3441 -3.3183 4.4112  -0.6842
C 0.1372 -2.9855 5.6686  -0.4402
C 0.8645 -1.8131 5.8496  -0.6983
C 1.1033 -0.9790 4.7705  -0.6696
C -0.0953 1.1140 2.6730  0.6513
C -1.4787 1.0194 2.5765  -0.6429
C -2.2533 2.1143 2.9079  -0.5268
C -1.6447 3.2935 3.3337  -0.5493
C -0.2662 3.3842 3.4080  -0.7224
C 0.5202 2.2885 3.0629  -0.1398
H -0.4185 -2.7490 2.3190  0.2349
H -0.8848 -4.2450 4.2643  0.3913
H -0.0442 -3.6441 6.5103  0.3590
H 1.2477 -1.5536 6.8293  0.3718
H 1.6695 -0.0625 4.8952  0.3662
H -1.9256 0.1108 2.1904  0.4728
H -3.3292 2.0649 2.7954  0.3194
H -2.2552 4.1584 3.5651  0.3590
H 0.2055 4.3192 3.6832  0.3468
H 1.6002 2.3654 3.0364  0.4712
C 2.7741 1.4192 -3.7822  -1.0751
C 1.5380 1.3717 -4.6311  0.8016
C 1.5221 1.8035 -5.9487  -0.8615
C 0.3610 1.7499 -6.7123  -0.7279
C -0.8049 1.2565 -6.1398  -0.9317
C -0.8327 0.8143 -4.8246  0.7555
C -2.0832 0.2862 -4.1855  -0.7527
C 0.3502 0.8638 -4.0567  0.1558
N 0.3582 0.4176 -2.7731  0.2064
H 3.6077 1.8633 -4.3309  0.3802
H 3.0597 0.4178 -3.4492  0.1187
H 2.5981 1.9936 -2.8697  0.1305
H 2.4389 2.1907 -6.3840  0.3352
H 0.3646 2.0909 -7.7415  0.3613
H -1.7187 1.2141 -6.7258  0.3375
H -1.9137 -0.7069 -3.7620  0.0338
H -2.9019 0.2363 -4.9068  0.3966
H -2.3929 0.9166 -3.3487  -0.0645
C -0.5651 -4.8077 -1.4445  -1.1890
N 0.5789 -3.9704 -1.7126  0.4409
C 1.8461 -4.5725 -1.8576  -0.9092
C 2.9803 -3.7905 -1.6336  -0.7386
C 2.8390 -2.4551 -1.3646  0.2232
N 1.5936 -1.8714 -1.3926  0.7938
C 0.5033 -2.6353 -1.4902  0.0291
O -0.6123 -2.0302 -1.3968  -0.6211
N 3.8860 -1.5757 -1.0668  -0.5516
H -0.6083 -5.6108 -2.1856  0.4034
H -1.4671 -4.2062 -1.5120  0.3278
H -0.4807 -5.2366 -0.4413  0.2566
H 1.8492 -5.6447 -1.9597  0.3383
H 3.9598 -4.2513 -1.6218  0.4103
H 4.7070 -2.0928 -0.7819  0.3168
H 3.6045 -0.9952 -0.2799  0.2400
C 3.6045 -4.5360 1.8137  -1.4804
C 2.4153 -3.5715 1.6378  1.0050
O 1.3167 -4.1093 1.3802  -0.6799
O 2.6602 -2.3442 1.7796  -0.7419
H 3.3927 -5.2191 2.6398  0.3697
H 4.5302 -3.9952 2.0143  0.2835
H 3.7088 -5.1366 0.9079  0.3023


Unit: eV. Relative energies: model w 0.410; model x 0.000.


Model w:
An isolated molecule of C6H8N2O3. Source: the OMol25 dataset; level of theory: wB97M-V/def2-TZVPD.

Summary:
Kohn-Sham gap in eV: 8.54
LUMO level in eV: -0.34
SMILES: CCNC1=C(N)C(=O)OC1=O
M in g/mol: 156.141

Last column: natural (NBO) charge in e.
CARTESIAN COORDINATES (ANGSTROEM)
C 2.2616 -0.2688 0.3444  -0.6297
C 1.6046 0.7173 -0.6060  -0.2170
N 0.4459 0.1831 -1.3457  -0.5834
C -0.6098 -0.2684 -0.5765  0.0386
C -1.2989 0.3321 0.4118  0.0180
N -1.1335 1.5760 1.0137  -0.8056
C -2.3578 -0.6030 0.8403  0.7489
O -3.2040 -0.4376 1.6688  -0.5281
O -2.2463 -1.7720 0.1117  -0.4904
C -1.2124 -1.5990 -0.7847  0.7549
O -0.8913 -2.4397 -1.5695  -0.5232
H 2.7595 -1.0722 -0.1993  0.2084
H 3.0053 0.2535 0.9473  0.2202
H 1.5469 -0.7181 1.0344  0.2114
H 1.2972 1.6169 -0.0745  0.2028
H 2.3320 1.0255 -1.3575  0.2017
H 0.7406 -0.5657 -1.9647  0.3903
H -1.2266 2.3377 0.3514  0.3856
H -1.8131 1.7024 1.7548  0.3967


Model x:
An isolated molecule of C6H8N2O3. Source: the OMol25 dataset; level of theory: wB97M-V/def2-TZVPD.

Summary:
Kohn-Sham gap in eV: 9.72
LUMO level in eV: 0.45
SMILES: C#CC[C@@H](NC(N)=O)C(=O)O
M in g/mol: 156.141

Last column: natural (NBO) charge in e.
CARTESIAN COORDINATES (ANGSTROEM)
C -2.1897 0.2574 1.8357  -0.2072
C -1.5562 -0.4726 1.1498  -0.0338
C -0.8349 -1.2963 0.2751  -0.5034
C 0.5477 -0.8684 -0.3562  -0.1259
N 0.4532 -0.0355 -1.5295  -0.6852
C -0.2651 1.1829 -1.7719  0.7883
N 0.0115 2.1427 -0.8519  -0.8549
O -0.8494 1.2498 -2.8151  -0.6221
C 1.5121 -0.2062 0.6344  0.8102
O 1.9318 0.9162 0.7705  -0.5798
O 1.8285 -1.2701 1.4494  -0.6908
H -2.7273 0.9272 2.4642  0.2361
H -0.5524 -2.1105 0.9536  0.2514
H -1.4078 -1.8801 -0.4509  0.2540
H 1.0510 -1.8097 -0.6144  0.2423
H 0.5009 -0.6288 -2.3518  0.3968
H 0.6266 1.8926 -0.0335  0.4273
H -0.6156 2.9648 -0.7589  0.4046
H 2.5352 -0.9557 2.0016  0.4921


Unit: eV. Relative energies: model w 0.000; model x 1.957.


Model w:
A cluster of 2 separate species, C11H11N in total. Source: the OMol25 dataset; level of theory: wB97M-V/def2-TZVPD.

Summary:
Kohn-Sham gap in eV: 8.92
LUMO level in eV: 0.65
SMILES: c1ccccc1.c1ccncc1
M in g/mol: 157.216

Last column: natural (NBO) charge in e.
CARTESIAN COORDINATES (ANGSTROEM)
C 1.1228 1.3233 -0.2432  -0.2270
C 1.2127 1.8959 -1.4857  -0.2422
C 1.2917 1.0075 -2.5832  -0.2210
C 1.2441 -0.4179 -2.4558  -0.2263
C 1.1155 -0.9764 -1.1742  -0.2321
C 1.1797 -0.0563 -0.0595  -0.1989
H 1.4007 2.0936 0.6492  0.2219
H 1.3873 3.0055 -1.4677  0.2279
H 1.3313 1.4472 -3.5918  0.2162
H 1.3466 -1.1474 -3.2693  0.2241
H 0.9768 -2.0331 -0.8455  0.2284
H 1.2851 -0.4301 0.9498  0.2221
C -1.3663 -0.6640 0.2639  -0.1649
C -1.6212 -1.7602 1.0881  -0.2791
C -1.6040 -1.5215 2.4312  0.0114
N -1.3643 -0.2823 2.9567  -0.4115
C -1.0038 0.6941 2.2052  0.0116
C -1.0062 0.5650 0.8270  -0.2161
H -1.3112 -0.8125 -0.7767  0.2176
H -2.0651 -2.6003 0.5427  0.2245
H -1.8710 -2.3101 3.1602  0.1961
H -0.8364 1.5956 2.7045  0.1887
H -0.8448 1.3845 0.1741  0.2286


Model x:
A cluster of 2 separate species, C11H11N in total. Source: the OMol25 dataset; level of theory: wB97M-V/def2-TZVPD.

Summary:
Kohn-Sham gap in eV: 10.06
LUMO level in eV: 0.87
SMILES: c1ccccc1.c1ccncc1
M in g/mol: 157.216

Last column: natural (NBO) charge in e.
CARTESIAN COORDINATES (ANGSTROEM)
C 0.8312 0.8537 -0.1907  -0.2417
C 0.6383 0.4360 -1.4969  -0.2561
C 0.8073 1.2731 -2.5818  -0.1852
C 0.9793 2.6275 -2.2907  -0.2088
C 1.1182 3.1031 -0.9957  -0.2168
C 1.1178 2.2211 0.0828  -0.1917
H 0.8231 0.0560 0.5385  0.2394
H 0.4675 -0.5931 -1.6338  0.2115
H 0.8085 0.9533 -3.6004  0.2162
H 0.9395 3.3427 -3.1349  0.2120
H 1.3134 4.1407 -0.8609  0.2144
H 1.3255 2.5210 1.1203  0.2171
C -1.2696 -2.2280 0.2686  -0.1596
C -1.7105 -2.9923 1.3618  -0.2501
C -1.3633 -2.5735 2.6141  0.0202
N -0.6491 -1.4680 2.8598  -0.4037
C -0.2548 -0.7168 1.8212  0.0058
C -0.5797 -1.0591 0.5250  -0.3003
H -1.4421 -2.5540 -0.7605  0.2137
H -2.2931 -3.9263 1.1884  0.2205
H -1.6287 -3.2078 3.4668  0.1934
H 0.3423 0.1481 2.0066  0.1939
H -0.3210 -0.3574 -0.3078  0.2560


Unit: eV. Relative energies: model w 0.000; model x 0.168.


Model w:
A cluster of 2 separate species, C11H11N in total. Source: the OMol25 dataset; level of theory: wB97M-V/def2-TZVPD.

Summary:
Kohn-Sham gap in eV: 9.63
LUMO level in eV: 0.72
SMILES: c1ccccc1.c1ccncc1
M in g/mol: 157.216

Last column: natural (NBO) charge in e.
CARTESIAN COORDINATES (ANGSTROEM)
C -0.6817 -2.3505 -0.2109  -0.1920
C 0.4329 -3.2258 0.0782  -0.2177
C 1.6803 -2.7207 0.2824  -0.1884
C 1.9382 -1.3942 -0.0417  -0.2506
C 0.8729 -0.6565 -0.5079  -0.1741
C -0.4493 -1.1116 -0.6280  -0.2692
H -1.6042 -3.0542 -0.1228  0.2211
H 0.2246 -4.1403 0.3660  0.1944
H 2.5414 -3.2149 0.8964  0.2159
H 2.8820 -1.0373 -0.1753  0.2116
H 0.9472 0.3260 -0.8198  0.2093
H -0.9858 -0.2236 -1.0428  0.2490
C -1.3048 1.1472 0.5170  -0.1797
C 0.0179 1.1865 0.7951  -0.2805
C 0.5932 2.4058 0.6192  0.0240
N 0.1235 3.3913 -0.1170  -0.4132
C -1.1232 3.2129 -0.5954  0.0072
C -1.9469 2.1924 -0.2203  -0.2633
H -1.8189 0.2704 0.7093  0.2179
H 0.5729 0.3725 1.3440  0.2600
H 1.7214 2.6103 0.6742  0.1959
H -1.5503 3.9254 -1.2852  0.1906
H -3.0831 2.0890 -0.5146  0.2319


Model x:
A cluster of 2 separate species, C11H11N in total. Source: the OMol25 dataset; level of theory: wB97M-V/def2-TZVPD.

Summary:
Kohn-Sham gap in eV: 9.47
LUMO level in eV: 0.85
SMILES: c1ccccc1.c1ccncc1
M in g/mol: 157.216

Last column: natural (NBO) charge in e.
CARTESIAN COORDINATES (ANGSTROEM)
C 2.5482 -0.3698 0.7520  -0.2554
C 2.1778 0.9554 0.3726  -0.1893
C 1.4756 1.3434 -0.7477  -0.2573
C 0.9135 0.3513 -1.4885  -0.1902
C 0.9351 -1.1110 -0.9863  -0.1894
C 1.9241 -1.3826 0.0532  -0.2127
H 3.0306 -0.5380 1.6990  0.2211
H 2.7269 1.7572 0.9343  0.2002
H 1.4512 2.4228 -0.8452  0.2241
H 0.4658 0.4722 -2.4497  0.2100
H 0.4737 -1.8511 -1.5584  0.2182
H 2.2766 -2.5108 0.1562  0.2145
C -1.6812 1.1734 0.9312  -0.1679
C -2.2888 1.0335 -0.2508  -0.2644
C -2.3376 -0.2300 -1.0033  0.0614
N -1.9725 -1.3753 -0.5098  -0.4280
C -1.3724 -1.2661 0.7966  0.0143
C -1.1942 -0.0663 1.5865  -0.2645
H -1.6020 2.1145 1.3117  0.2117
H -3.0381 1.9018 -0.4927  0.2226
H -2.7726 -0.1745 -2.0701  0.1927
H -1.3385 -2.1805 1.3192  0.1887
H -0.8011 -0.4693 2.4901  0.2397


Unit: eV. Relative energies: model w 0.431; model x 0.000.